This record from OMol25 describes a cluster of 18 separate species, C84H218N14O32 in total in a non-equilibrium geometry. The level of theory is ωB97M-V/def2-TZVPD.

Each line ends with the Mulliken charge.
Positions of all 348 atoms, in Å:
C 4.39473 6.43914 -3.52790  -0.084
O 3.49521 5.90400 -4.44563  -0.482
C 2.65497 4.88419 -3.90593  -0.040
C 3.40510 3.58937 -3.49483  0.718
N 4.03164 2.98085 -4.66363  -0.192
C 4.62103 1.65271 -4.36070  0.006
C 5.95049 1.61490 -3.61522  -0.250
O 6.17622 0.32221 -3.02616  -0.022
C 6.56810 -0.70073 -3.91900  -0.962
H 4.91319 5.73353 -2.87873  -0.392
H 4.02689 7.26845 -2.92372  0.166
H 5.17565 6.91201 -4.12342  0.319
H 1.99929 4.61187 -4.73299  -0.006
H 2.12697 5.16030 -2.99320  -0.181
H 2.70079 2.87744 -3.06449  -0.552
H 4.05098 3.77184 -2.63596  0.392
H 3.22486 2.79787 -5.24304  -0.093
H 4.80121 1.04324 -5.24624  0.700
H 3.95376 0.93997 -3.87609  -0.154
H 5.94432 2.33167 -2.79407  -0.768
H 6.82358 1.86787 -4.21674  0.884
H 6.47320 -1.72424 -3.55633  0.167
H 7.64825 -0.62125 -4.04173  0.318
H 6.21882 -0.55291 -4.94089  0.377
C -2.36229 2.28313 -8.48475  -0.810
O -2.78836 1.95469 -7.16124  -0.359
C -3.03024 3.03640 -6.32953  -0.405
C -3.59494 2.34132 -5.03774  -0.953
N -2.64237 1.44935 -4.50947  0.764
C -3.22903 0.61268 -3.47865  -2.554
C -2.20734 -0.47665 -3.01004  2.414
O -2.12624 -1.45639 -4.00135  -0.646
C -1.05564 -2.35609 -3.78578  -0.512
H -3.00768 2.88922 -9.12055  0.309
H -2.21121 1.34290 -9.01508  0.265
H -1.36911 2.72448 -8.40171  0.289
H -3.85039 3.64453 -6.71114  0.574
H -2.08373 3.51833 -6.08466  0.036
H -4.55047 1.87245 -5.27273  0.495
H -3.77862 3.13665 -4.31538  0.385
H -2.34242 0.81835 -5.23883  0.064
H -4.22543 0.22681 -3.69405  0.763
H -3.35362 1.29262 -2.63588  0.648
H -2.52631 -1.05618 -2.14372  -0.450
H -1.24322 0.00292 -2.84095  -0.727
H -1.12968 -3.07313 -2.96818  -0.021
H -0.11020 -1.81379 -3.77331  -0.223
H -1.05601 -3.06452 -4.61416  0.717
C -9.53478 -8.41883 4.42679  -0.781
O -8.48134 -8.02018 3.61209  -0.231
C -8.66788 -8.07896 2.17516  -0.732
C -7.43650 -7.56993 1.40807  -0.493
N -7.45261 -6.11648 1.30215  -0.153
C -6.24392 -5.61393 0.62095  0.028
C -4.84260 -5.78964 1.34374  1.343
O -4.17370 -7.01847 1.00720  -0.434
C -3.58637 -7.12335 -0.25043  -0.300
H -10.41236 -7.78708 4.28957  0.301
H -9.16828 -8.50493 5.44971  0.217
H -9.80629 -9.43402 4.13733  0.313
H -9.58486 -7.53438 1.95007  0.338
H -8.82605 -9.11571 1.87813  0.428
H -7.39728 -7.98607 0.40140  0.361
H -6.51080 -7.86189 1.90399  0.284
H -8.28629 -5.72876 0.88412  0.250
H -6.44433 -4.54819 0.51080  -0.582
H -6.23526 -6.03232 -0.38552  0.519
H -4.93703 -5.82333 2.42912  0.363
H -4.17762 -4.94490 1.16395  -1.538
H -2.75659 -7.82904 -0.21101  0.352
H -3.18253 -6.16638 -0.58093  -0.284
H -4.36534 -7.48397 -0.92219  0.409
C 8.04099 4.91817 -2.95965  -0.602
O 7.32462 5.09598 -1.72245  0.022
C 7.90805 6.01216 -0.80160  -0.821
C 7.31243 5.77770 0.62566  -0.812
N 6.07130 6.43940 0.87944  -0.506
C 4.99391 5.70628 0.17699  1.078
C 3.61880 6.42063 0.48351  -0.824
O 3.56149 7.65467 -0.29198  -0.281
C 2.46147 8.49562 0.06765  -0.901
H 9.08587 4.64438 -2.81354  0.370
H 7.86066 5.79006 -3.58845  0.305
H 7.57865 4.03990 -3.41021  -0.065
H 7.75231 7.06505 -1.03672  0.284
H 8.96765 5.78888 -0.67713  0.487
H 8.03496 6.05514 1.39318  0.530
H 7.28613 4.69636 0.76026  0.249
H 6.08537 7.39032 0.53936  0.369
H 5.02509 4.67216 0.52009  0.021
H 5.23211 5.67728 -0.88627  -0.362
H 3.42543 6.49597 1.55357  0.623
H 2.80858 5.80318 0.09572  0.242
H 2.53971 9.37645 -0.56962  0.232
H 2.70511 8.68400 1.11324  0.372
H 1.55612 7.92163 -0.12977  0.296
C 0.20585 -0.87833 -7.27645  -0.708
O 1.23725 -0.36860 -6.41882  -0.337
C 0.87568 0.62425 -5.43619  0.991
C 0.60848 1.97857 -6.07144  1.137
N 1.80284 2.70996 -6.54869  -0.494
C 2.55976 1.95451 -7.57316  -0.388
C 3.54204 2.85314 -8.42913  -0.848
O 2.96175 3.35177 -9.64855  -0.336
C 3.82627 4.15760 -10.47382  -0.741
H 0.60338 -1.81202 -7.67432  0.358
H -0.15906 -0.39284 -8.18157  0.311
H -0.61714 -1.21957 -6.64849  0.125
H 1.64461 0.68799 -4.66626  -0.897
H -0.00875 0.34093 -4.86557  -0.464
H 0.01301 2.66547 -5.47004  -0.310
H 0.00935 1.82119 -6.96831  -0.200
H 1.54840 3.53560 -7.07182  0.306
H 1.90373 1.43498 -8.27160  0.403
H 3.10969 1.17557 -7.04501  0.245
H 4.41132 2.23277 -8.64725  0.433
H 3.78103 3.79829 -7.94160  0.322
H 4.58673 3.53677 -10.94749  0.282
H 4.11236 5.03143 -9.88842  0.309
H 3.24888 4.58105 -11.29566  0.248
C 2.28218 -4.62012 -5.60255  -0.762
O 2.24782 -4.74965 -4.23833  -0.431
C 2.55787 -3.50967 -3.61579  0.042
C 2.29949 -3.74132 -2.14089  -0.362
N 1.07371 -4.40390 -1.76067  0.090
C 1.03551 -4.54773 -0.26880  0.098
C -0.03617 -5.50788 0.34578  -0.620
O -0.04069 -5.36821 1.74656  0.069
C -0.85917 -6.28845 2.39403  -0.776
H 1.54071 -3.93398 -6.01185  0.160
H 2.19232 -5.50878 -6.22731  0.341
H 3.25048 -4.22763 -5.91313  0.346
H 1.82766 -2.77806 -3.96170  -0.325
H 3.57404 -3.12871 -3.71754  0.522
H 2.48363 -2.79871 -1.62545  -0.272
H 3.06748 -4.39341 -1.72486  0.554
H 0.90682 -5.24876 -2.28836  0.412
H 1.01011 -3.61532 0.29516  -0.450
H 1.94518 -5.05099 0.05881  0.469
H 0.02308 -6.55947 0.06514  0.597
H -1.01814 -5.14036 0.04786  -0.125
H -0.53145 -6.51571 3.40845  0.278
H -0.94599 -7.28206 1.95438  0.352
H -1.88711 -5.93024 2.33815  0.089
C -4.02149 -4.71102 -3.15744  -0.874
O -4.68666 -4.39520 -1.97282  0.078
C -5.23253 -3.03132 -1.98673  1.842
C -6.38869 -2.72172 -2.91680  -1.293
N -7.04357 -1.39166 -2.75799  -0.318
C -7.57523 -1.02177 -1.44532  0.098
C -8.71308 -1.97600 -0.96610  -0.298
O -9.83265 -1.89541 -1.82891  -0.419
C -10.85494 -2.75364 -1.38174  -0.785
H -4.63687 -4.66484 -4.05592  0.334
H -3.76321 -5.76511 -3.05598  0.315
H -3.08781 -4.17279 -3.32069  0.233
H -4.35794 -2.38128 -2.01199  -0.453
H -5.53666 -2.88876 -0.94977  -0.812
H -7.12893 -3.47382 -2.64390  0.450
H -6.03074 -2.97243 -3.91536  0.405
H -7.87444 -1.48152 -3.32517  0.355
H -7.96493 -0.00578 -1.50862  0.492
H -6.79859 -1.00855 -0.68063  -0.617
H -9.00255 -1.73136 0.05589  0.665
H -8.38119 -3.01209 -0.89930  -0.016
H -11.65086 -2.77544 -2.12615  0.288
H -11.27919 -2.38328 -0.44850  0.320
H -10.51635 -3.78805 -1.32297  0.284
C -3.88682 0.42895 0.33394  1.034
O -4.76064 1.54112 0.56705  -0.511
C -4.55455 2.10569 1.87296  0.330
C -5.91785 2.83042 2.22238  -0.951
N -5.81118 3.37242 3.56206  -0.238
C -7.05863 3.84754 4.12029  -0.575
C -6.83296 4.16574 5.57105  -0.654
O -7.21485 3.14264 6.48318  -0.285
C -6.83853 3.37389 7.85595  -0.916
H -2.83438 0.69940 0.24837  -0.182
H -4.07463 -0.05023 -0.62691  -0.366
H -3.98434 -0.31985 1.12000  -0.273
H -3.68995 2.76153 1.97512  0.378
H -4.50071 1.26535 2.56507  -0.345
H -6.64607 2.02499 2.12711  0.236
H -6.18552 3.59099 1.48890  0.389
H -5.34792 2.66793 4.11811  0.056
H -7.85410 3.10365 4.07630  0.296
H -7.44692 4.68700 3.54354  0.470
H -7.30323 5.12038 5.80685  0.441
H -5.77861 4.42476 5.66784  0.354
H -7.17719 2.60538 8.55079  0.266
H -7.23024 4.29568 8.28602  0.360
H -5.77025 3.57506 7.93606  0.346
C 0.11350 -3.87331 7.89534  -0.478
O 0.22394 -2.50037 7.45046  -0.498
C 0.03244 -2.36535 5.99772  -0.567
C -1.44623 -2.20321 5.51876  0.336
N -2.08803 -3.51857 5.39719  -0.004
C -3.52117 -3.31985 4.92784  0.819
C -4.31276 -4.63365 5.25153  -1.022
O -4.14105 -4.80866 6.67324  -0.396
C -4.54014 -6.03882 7.27349  -0.910
H -0.76012 -4.36256 7.46461  0.144
H 0.12760 -4.09123 8.96324  0.362
H 0.92507 -4.45378 7.45658  0.188
H 0.51082 -3.21011 5.50211  0.142
H 0.65422 -1.53460 5.66405  0.369
H -1.45108 -1.61382 4.60187  0.072
H -1.95760 -1.62362 6.28733  -0.109
H -2.12008 -3.93414 6.31717  0.246
H -3.46773 -3.08894 3.86392  -0.646
H -3.86632 -2.46254 5.50577  -0.190
H -3.94167 -5.49238 4.69208  0.384
H -5.30707 -4.43521 4.85143  0.627
H -5.56666 -6.28649 7.00328  0.302
H -4.33036 -6.18648 8.33288  0.299
H -3.83207 -6.79604 6.93678  0.336
C 6.94778 -2.54150 7.30242  -0.887
O 6.56744 -3.20851 6.08017  -0.216
C 5.32897 -3.87983 6.10721  -0.568
C 5.32181 -4.54175 4.70386  0.298
N 4.13316 -5.43926 4.55668  -0.444
C 2.86777 -4.71005 4.48491  -0.920
C 2.71238 -3.86548 3.22293  0.336
O 3.32431 -2.57764 3.34235  -0.591
C 2.99570 -1.67488 2.26412  -0.049
H 7.97865 -2.19160 7.24785  0.239
H 6.79948 -3.20063 8.15778  0.348
H 6.33592 -1.64585 7.40990  0.344
H 4.49679 -3.28232 6.47944  0.406
H 5.45093 -4.67118 6.84680  0.392
H 6.23884 -5.09845 4.51085  0.411
H 5.31279 -3.71652 3.99180  -0.610
H 4.16170 -6.02091 5.38189  0.307
H 2.70888 -4.16917 5.41781  0.235
H 2.11456 -5.47839 4.31042  0.375
H 1.64247 -3.66235 3.17690  0.006
H 2.94891 -4.37108 2.28670  0.149
H 3.39954 -2.00967 1.30864  -0.036
H 3.55508 -0.75938 2.45659  0.245
H 1.97950 -1.29414 2.16177  -0.079
C -0.85996 1.24220 4.45526  -0.597
O -1.81723 0.67013 5.34278  0.069
C -2.71138 1.60727 5.95757  -1.091
C -4.08204 0.97965 6.40330  -0.308
N -4.83307 0.50333 5.24119  0.816
C -6.13020 -0.14779 5.54480  -0.966
C -6.70479 -0.80993 4.26683  -0.674
O -5.71069 -1.74541 3.68564  0.446
C -6.26789 -2.40820 2.53107  -0.445
H -0.28223 2.00561 4.97636  0.583
H -1.27629 1.90859 3.69982  0.288
H -0.22491 0.47949 4.00461  -0.197
H -2.85157 2.41882 5.24353  0.474
H -2.13648 2.12221 6.72726  0.489
H -4.62359 1.77756 6.91141  -0.226
H -3.80939 0.12205 7.01834  0.467
H -4.26778 -0.14000 4.70577  -0.421
H -6.81963 0.61204 5.91280  0.367
H -5.92005 -0.74802 6.43005  0.460
H -6.98206 -0.08123 3.50512  0.249
H -7.58272 -1.37289 4.58371  0.395
H -7.15751 -3.02301 2.66781  0.526
H -5.56968 -3.05149 1.99556  -0.585
H -6.50183 -1.61896 1.81660  0.339
C 4.10372 2.06469 1.04362  0.207
O 2.82363 1.66781 0.49421  0.405
C 3.05013 0.89972 -0.70952  0.379
C 1.75742 0.47725 -1.49928  -0.041
N 0.96633 -0.46363 -0.66732  2.289
C 0.03882 0.06617 0.29729  1.793
C -0.64248 -1.13756 1.00791  -1.262
O -1.62652 -1.76709 0.22034  0.365
C -2.27065 -2.76321 0.95273  0.492
H 4.71614 2.49332 0.25032  -0.247
H 4.64454 1.21000 1.44997  -0.181
H 3.90540 2.80956 1.81429  0.160
H 3.59939 0.01358 -0.39146  -0.343
H 3.63284 1.53551 -1.37611  -0.311
H 2.03557 0.07327 -2.47269  0.079
H 1.10660 1.33853 -1.65000  -0.716
H 0.57616 -1.27330 -1.12807  -0.576
H -0.66176 0.76872 -0.15404  -1.290
H 0.64832 0.56128 1.05325  -1.214
H -1.15991 -0.86072 1.92645  0.334
H 0.09831 -1.83952 1.39077  0.180
H -2.93686 -2.32413 1.69535  0.073
H -1.57865 -3.42647 1.47169  -0.159
H -2.92169 -3.35893 0.31292  -0.478
C -1.02559 3.41573 -1.66797  -0.523
O -0.87803 4.68064 -2.20176  -0.416
C -1.73910 5.02010 -3.23525  0.509
C -1.63172 6.52298 -3.44907  -1.384
N -0.18123 6.76102 -3.55643  0.180
C 0.02078 8.19037 -3.79001  -0.691
C 1.47568 8.57140 -3.86229  0.277
O 1.69683 9.92789 -3.73020  -0.373
C 1.76493 10.51273 -5.00438  -0.724
H -1.07392 2.62040 -2.41175  0.049
H -2.01054 3.30467 -1.21448  0.506
H -0.27724 3.23688 -0.89591  0.116
H -2.77794 4.71320 -3.11390  0.395
H -1.34239 4.53587 -4.12757  -0.375
H -2.16694 7.18506 -2.76842  0.489
H -2.05264 6.77427 -4.42261  0.419
H 0.28957 6.28154 -2.80241  0.011
H -0.51281 8.67444 -2.97205  0.386
H -0.33138 8.60207 -4.73583  0.254
H 2.01749 8.00197 -4.61747  0.441
H 1.91177 8.18827 -2.93972  -0.467
H 0.81708 10.39989 -5.53064  0.253
H 2.56448 9.95430 -5.49117  0.314
H 1.95773 11.58478 -4.96390  0.285
C 10.80099 2.25024 2.54687  -0.714
O 9.64553 1.39769 2.64313  -0.141
C 9.83813 0.13356 3.24600  -0.929
C 8.42851 -0.69136 3.28265  -0.426
N 8.20761 -1.29871 1.99307  -0.403
C 7.14364 -2.21000 2.16875  -0.431
C 6.81036 -2.79561 0.75907  -1.255
O 6.17178 -1.84515 -0.00685  0.028
C 5.45518 -2.42006 -1.07931  -0.924
H 11.54714 1.82557 1.87528  0.291
H 11.18142 2.47754 3.54271  0.327
H 10.36540 3.16786 2.15148  0.118
H 10.21798 0.32122 4.25029  0.466
H 10.62675 -0.47071 2.79762  0.371
H 7.64188 0.01724 3.54190  0.285
H 8.52697 -1.46082 4.04838  0.380
H 8.02332 -0.50443 1.39703  0.125
H 6.27025 -1.67664 2.54402  0.268
H 7.34800 -2.98635 2.90605  0.546
H 6.19619 -3.69483 0.80687  0.487
H 7.74376 -3.12565 0.30307  0.363
H 4.77687 -3.19062 -0.71293  0.515
H 6.07246 -2.96506 -1.79347  0.576
H 4.86901 -1.75007 -1.70830  -0.103
O 5.57320 4.71450 3.38378  -0.716
H 6.37683 4.21166 3.25122  0.290
H 5.58944 5.37890 2.69490  0.353
O 6.91866 0.63659 -0.53819  -0.673
H 6.54597 -0.19415 -0.24288  0.529
H 6.81934 0.61929 -1.49007  0.293
O 2.70756 4.15236 4.05394  -0.532
H 3.62281 4.43167 4.07679  0.252
H 2.53394 3.82656 4.93708  0.262
O 0.89950 2.64028 1.99272  -0.501
H 1.48774 3.15846 2.54198  0.148
H 1.47993 2.18305 1.38423  0.454

Forces on the atoms, in the same order (eV/Å):
C 1.3 1.0 -0.2
O -0.8 -0.7 0.5
C 1.0 -1.1 -0.1
C -0.1 0.3 -0.1
N 1.3 -1.1 1.0
C 0.2 -0.3 -0.7
C -0.1 0.1 0.5
O -1.0 -0.2 -0.3
C 1.8 0.6 -0.7
H -0.3 -0.3 -0.1
H -0.6 -0.2 0.3
H 0.2 -0.1 -0.2
H -0.3 0.2 0.3
H -0.3 0.6 -0.2
H -0.8 0.0 0.1
H 0.7 0.2 -0.3
H 0.0 0.1 -0.8
H -0.1 0.7 -0.8
H -0.5 0.2 1.0
H 0.0 -0.1 0.3
H -0.1 0.1 -0.4
H -0.9 0.3 0.2
H 0.5 0.1 0.0
H -0.7 -0.3 0.1
C 0.9 -0.8 0.5
O -0.1 -0.6 -2.1
C -1.1 -1.4 1.9
C 0.1 2.1 -1.1
N 0.7 -1.5 0.2
C 1.4 0.0 1.7
C -1.6 0.4 -0.3
O 0.6 -0.7 -1.0
C -0.2 -0.5 -0.9
H -0.4 0.3 0.5
H -0.1 -0.1 0.1
H 0.1 0.5 -0.3
H 0.4 0.6 -0.2
H -0.1 0.7 -0.1
H -0.3 -0.1 -0.2
H -0.2 0.0 0.2
H 0.1 0.0 -0.4
H 0.0 -0.4 -0.3
H -0.2 -0.1 0.4
H -0.1 0.8 0.8
H 0.3 0.1 0.2
H -0.2 0.7 0.9
H 0.2 -0.1 0.2
H 0.1 0.3 -0.5
C -0.1 -1.0 -0.8
O 1.5 0.8 -1.1
C 0.3 -0.5 1.1
C -1.0 0.9 0.5
N 1.5 0.0 1.0
C -0.2 0.4 0.5
C -0.8 -1.0 -0.6
O -0.3 0.4 1.5
C -0.3 0.2 -0.3
H -0.1 0.2 0.4
H -0.1 0.5 0.0
H -0.4 -0.3 0.0
H 0.0 0.3 -0.4
H -0.2 -0.3 0.1
H -0.2 -0.6 -0.2
H -0.1 -0.1 0.2
H 0.0 -0.3 -0.2
H 0.3 0.2 -0.2
H 0.6 0.0 -0.3
H -0.4 -0.1 0.0
H 0.0 0.2 -0.5
H -0.1 -0.2 0.1
H -0.1 0.2 -0.2
H 0.3 0.0 -0.6
C -1.1 -0.3 0.7
O 0.5 0.2 -0.1
C -0.1 -1.0 1.4
C 1.4 0.1 -0.8
N -1.1 -1.2 0.3
C -0.9 1.6 0.5
C 0.6 -0.6 -2.1
O 0.9 -0.9 0.5
C 1.5 -1.1 0.0
H 0.2 0.5 0.2
H 0.5 0.0 -0.2
H -0.1 0.2 -0.2
H 0.1 0.1 -0.5
H 0.3 0.2 -0.4
H 0.3 0.5 -0.2
H -0.7 -0.2 -0.1
H 0.1 0.2 0.0
H -0.3 0.1 0.2
H -0.5 0.1 -0.1
H 0.3 0.6 0.2
H -0.2 -0.4 0.0
H -0.2 0.0 0.2
H -1.1 0.7 0.2
H -0.4 0.4 0.4
C 0.2 -1.5 1.0
O -0.1 0.6 0.0
C -0.5 0.3 -0.5
C 0.2 0.7 -1.3
N 0.6 -0.5 -0.6
C 0.6 0.7 -0.4
C -0.8 0.4 0.1
O -0.6 -0.7 -0.7
C -1.2 -0.4 0.7
H 0.4 -0.1 0.0
H 0.3 1.2 0.4
H -0.5 0.4 0.0
H 0.5 -0.1 -0.4
H -0.4 -0.3 -0.2
H 0.1 -0.2 0.5
H -0.5 -0.5 0.0
H -0.6 0.4 0.5
H -0.2 -0.1 -0.2
H 0.3 0.1 -0.3
H 0.3 0.2 0.0
H 0.6 -0.4 1.0
H 0.6 0.3 0.4
H 0.9 -0.1 0.0
H -0.4 -0.3 0.1
C 0.7 0.6 -2.2
O 0.4 -0.2 0.6
C -1.8 -0.8 1.2
C 1.1 -0.7 0.5
N -1.5 1.5 1.3
C 0.1 -2.2 -0.2
C -1.0 1.6 -0.7
O 1.7 -0.2 0.2
C -1.1 -0.6 0.1
H -0.3 0.3 0.3
H -0.3 -0.7 0.9
H 0.3 0.3 -0.1
H 0.2 0.3 -0.3
H 0.2 -0.3 -0.5
H -0.6 0.3 0.2
H 0.9 -0.1 -0.3
H 0.3 -0.1 0.2
H -0.3 0.3 -0.5
H 0.7 0.2 0.0
H 0.5 -0.1 -0.2
H -0.4 -0.2 -0.7
H 0.0 0.7 0.1
H 0.6 -0.1 -0.7
H -0.3 0.1 0.6
C 0.4 -1.2 -0.3
O -1.4 1.6 -0.3
C 1.2 -0.2 1.9
C -0.2 -0.8 1.0
N 0.8 -0.3 -0.6
C -0.6 -1.3 0.3
C 0.5 0.7 0.1
O 0.4 0.0 0.0
C -0.4 0.1 -0.6
H -0.2 0.3 0.0
H 0.2 -0.1 0.0
H 0.0 0.4 0.1
H 0.0 0.4 -0.8
H -0.4 -0.2 0.1
H -0.1 -0.5 -0.2
H -0.5 0.8 -0.3
H 0.0 0.3 -0.5
H 0.0 0.0 -0.1
H 0.1 0.0 0.0
H -0.1 0.3 0.2
H 0.3 -0.3 -0.2
H 0.0 0.3 -0.1
H 0.0 -0.2 0.3
H 0.2 -0.1 0.4
C 0.0 0.3 -0.2
O 1.0 -0.3 0.0
C -2.3 0.0 -0.4
C 1.6 -0.7 -0.1
N 0.1 0.2 -1.1
C 0.1 -1.1 0.3
C 0.3 1.4 0.8
O -0.1 -0.3 0.6
C 0.2 1.1 -0.6
H 0.1 0.4 0.4
H -0.6 0.2 0.0
H -0.1 -0.1 0.2
H 0.1 0.0 -0.3
H 0.4 0.0 0.4
H -0.5 -0.1 0.1
H 0.2 0.1 0.0
H -0.3 -0.2 0.6
H -0.3 -0.4 -0.1
H 0.3 0.3 0.1
H -0.6 0.0 0.4
H 0.4 -0.3 0.2
H 0.1 -0.4 -0.7
H -0.7 0.3 -0.4
H 0.4 -0.6 -0.1
C 0.1 -0.1 -1.6
O -0.5 -0.6 -0.3
C -0.1 -0.1 0.4
C 1.3 -1.0 1.4
N -0.8 0.5 -1.4
C 2.1 -1.7 1.4
C 0.9 1.4 0.1
O -0.6 0.4 0.3
C 0.8 -0.6 -1.3
H -0.3 0.1 0.3
H 0.0 1.0 0.1
H 0.5 0.0 0.0
H -0.3 -0.4 0.0
H -0.2 0.4 0.4
H -0.2 -0.3 -0.2
H -0.1 0.4 0.0
H -0.3 0.0 0.0
H -0.4 -0.1 0.0
H -0.9 0.0 -0.2
H 0.4 -0.1 0.1
H -0.7 -0.3 0.8
H 0.0 -0.2 0.2
H -0.5 1.4 0.3
H -0.3 -0.5 -0.8
C -0.8 -0.1 -0.9
O 1.0 1.3 0.8
C 1.9 -1.2 -0.2
C -1.9 0.3 0.6
N 1.4 0.8 -0.6
C 0.8 -0.8 -0.9
C -1.0 1.3 0.8
O -0.2 0.4 -0.8
C 1.3 0.3 0.6
H 0.0 -0.4 -0.2
H 0.1 0.0 0.1
H -0.2 0.1 0.3
H -0.2 0.4 -0.7
H -0.3 -0.5 0.3
H 0.0 -0.1 0.5
H -0.3 -0.2 -0.2
H -0.3 -0.3 0.0
H -0.6 0.4 -0.2
H -0.3 0.0 0.5
H -0.4 -0.1 -0.2
H 0.5 -0.2 0.1
H -0.3 -0.5 -0.2
H 0.2 0.0 0.3
H -0.4 -0.8 0.3
C -0.4 1.2 0.6
O -0.6 -0.3 -0.3
C 0.3 0.2 -0.9
C 1.8 0.0 -1.3
N -0.5 0.8 -0.5
C 1.4 0.8 -0.5
C 1.3 -1.1 0.9
O -1.5 0.0 0.1
C 0.3 1.1 -0.3
H 0.7 -0.3 0.5
H -0.7 -0.6 -0.6
H -0.2 0.0 0.2
H -0.7 0.1 -0.4
H -0.3 -0.3 0.9
H -0.1 -0.3 0.2
H -0.3 0.1 0.8
H 0.2 -0.1 0.0
H -0.2 0.2 -0.3
H -0.6 -1.1 -0.2
H 0.1 0.2 0.0
H -0.2 -0.1 -0.2
H -0.2 0.1 0.7
H 0.6 0.1 0.6
H -0.3 0.1 -0.3
C -0.8 0.0 -0.3
O 0.7 -0.4 -0.8
C -0.8 0.2 -0.3
C -0.4 0.0 2.6
N 1.0 -0.9 -1.0
C 0.3 -1.3 0.7
C -0.4 1.1 0.4
O 0.5 -0.1 -1.0
C -0.6 -0.4 0.2
H 0.1 0.1 0.0
H 0.0 -0.1 0.1
H 0.0 -0.1 0.0
H 0.2 -0.2 -0.4
H 0.4 -0.2 -0.1
H 0.1 -0.2 0.2
H 0.3 0.5 -0.4
H 0.1 0.2 -0.5
H -0.4 0.1 0.2
H -0.5 0.2 0.1
H 0.0 0.8 0.3
H 0.4 -0.3 -0.5
H -0.1 0.2 0.4
H 0.2 -0.1 0.0
H 0.2 0.0 -0.4
C -1.0 -0.9 0.4
O 0.5 0.6 0.9
C -0.3 0.5 -0.7
C 1.3 -0.8 -1.0
N -1.4 0.7 -1.6
C 0.5 -0.2 0.4
C 0.4 -1.8 3.1
O 0.0 1.3 -0.4
C 0.1 0.0 -0.2
H 0.7 -0.1 -0.5
H -0.3 0.2 0.5
H 0.1 0.1 -0.2
H -0.1 -0.2 0.5
H -0.2 -0.1 -0.4
H 0.1 -0.2 0.8
H -0.2 -0.2 -0.2
H 0.3 0.8 0.2
H 0.3 0.9 0.0
H -1.1 -0.8 -0.2
H 0.0 0.5 -0.7
H 0.2 -0.4 0.3
H -0.1 -0.1 -0.3
H 0.0 0.5 -0.8
H 0.3 -0.1 0.3
C -1.6 -0.5 0.2
O 0.1 -0.1 -0.5
C -1.3 -0.4 0.9
C 3.3 1.6 0.0
N 1.5 0.6 1.2
C -1.7 -0.5 -2.3
C 0.7 -1.2 1.9
O -1.2 0.7 -1.2
C -0.3 -1.0 -0.4
H 0.2 0.1 0.1
H 0.4 -0.2 0.1
H 0.4 0.1 -0.2
H -0.3 -0.1 0.6
H -0.1 -0.1 -0.7
H -0.2 0.1 0.3
H -0.1 0.0 0.1
H -0.4 -0.3 -0.8
H -0.7 -0.1 0.1
H 0.4 -0.1 -0.2
H -0.3 -0.1 0.4
H 0.3 0.2 -0.2
H -0.2 0.0 0.3
H 0.7 0.0 0.1
H 0.2 0.7 0.6
O -0.3 -0.3 0.5
H 0.2 -0.2 0.1
H 0.1 0.7 -0.6
O 0.5 1.1 0.9
H -0.1 -0.4 0.0
H -0.1 -0.2 -0.4
O -0.5 -0.1 -0.2
H 0.7 0.1 -0.2
H -0.1 -0.1 0.2
O -1.0 0.2 0.5
H 0.3 0.3 0.4
H 0.5 -0.1 -0.4

- Kohn-Sham gap: 8.795 eV
- Total energy: -177000.6059 eV
- Energy relative to the best compared isomer or geometry (same formula, charge and spin): 576.9 kJ/mol
- Multiplicity: 1
- LUMO level: 0.51 eV
- Total charge: 0